{
  "formula": "C49H44AsBr2IrN6O2P",
  "method": "the ωB97M-V functional and the def2-TZVPD basis",
  "charge": 2,
  "gap_ha": [0.190, 0.177],
  "multiplicity": 2,
  "e_homo_ev": [-12.3, -12.3],
  "elements": ["Ir", "C", "C", "C", "C", "C", "C", "Br", "C", "C", "Br", "C", "O", "C", "N", "H", "H", "H", "H", "H", "H", "C", "C", "O", "H", "H", "H", "C", "C", "As", "C", "C", "C", "C", "C", "C", "C", "C", "C", "C", "C", "C", "P", "C", "C", "C", "C", "C", "C", "C", "C", "C", "C", "C", "C", "H", "H", "H", "H", "H", "H", "H", "H", "H", "H", "H", "H", "H", "H", "H", "H", "H", "H", "H", "H", "H", "H", "H", "H", "C", "C", "N", "C", "C", "N", "C", "N", "N", "N", "C", "C", "C", "C", "C", "C", "H", "H", "H", "H", "H", "H", "H", "H", "H", "H", "H"],
  "positions_angstrom": [[-0.24126, 0.06650, 0.27498], [-2.31852, 2.42178, -1.33320], [-0.97913, 2.89086, -0.86750], [-0.70735, 4.26296, -0.78747], [0.55470, 4.71572, -0.49777], [1.60673, 3.79837, -0.32743], [2.95997, 4.12875, -0.08808], [3.48753, 5.92222, 0.11090], [3.89799, 3.13807, 0.01583], [3.51636, 1.78520, -0.05146], [4.78985, 0.42678, 0.16220], [2.20123, 1.42125, -0.20268], [1.75578, 0.16381, -0.14966], [1.26989, 2.43524, -0.38975], [-0.01571, 1.99226, -0.61869], [-3.09560, 3.15279, -1.11705], [-2.57683, 1.46420, -0.89786], [-2.27507, 2.29076, -2.41796], [-1.51216, 4.96146, -0.96909], [0.75464, 5.77640, -0.41969], [4.93912, 3.38918, 0.16262], [0.75161, -0.47706, 3.26284], [0.46069, 0.49098, 2.16903], [0.60006, 1.65373, 2.15718], [1.55167, -0.05340, 3.86809], [1.02541, -1.45994, 2.89074], [-0.15128, -0.55518, 3.87494], [-4.13856, -0.01792, 0.26360], [-5.24073, -0.63097, 1.10583], [-6.99279, 0.24611, 0.76681], [-7.83900, -0.32569, 2.42542], [-8.80091, 0.50822, 2.99150], [-9.39650, 0.17474, 4.19879], [-9.05895, -1.01190, 4.83591], [-8.12231, -1.85940, 4.26530], [-7.52455, -1.52577, 3.05500], [-6.43199, 2.03567, 1.29629], [-5.87661, 2.29911, 2.54912], [-5.48080, 3.58723, 2.87775], [-5.63755, 4.62192, 1.96120], [-6.18181, 4.36520, 0.71191], [-6.57933, 3.07315, 0.38083], [-2.47095, -0.46460, 0.91087], [-2.59954, 0.24570, 2.58760], [-2.33632, 1.61245, 2.69512], [-2.44839, 2.25952, 3.91617], [-2.81827, 1.54117, 5.04400], [-3.09366, 0.18230, 4.94546], [-2.98417, -0.46720, 3.72393], [-2.46644, -2.26727, 1.10390], [-3.16175, -3.08520, 0.21696], [-3.11344, -4.46574, 0.35468], [-2.34720, -5.04171, 1.35847], [-1.60340, -4.23554, 2.21118], [-1.65508, -2.85688, 2.07640], [-4.18283, 1.07356, 0.30532], [-4.21261, -0.32248, -0.78477], [-5.04694, -0.48765, 2.16878], [-5.34740, -1.69937, 0.93303], [-9.08126, 1.42730, 2.48939], [-10.13341, 0.83567, 4.63589], [-9.54369, -1.28664, 5.76343], [-7.86152, -2.78809, 4.75669], [-6.81522, -2.21556, 2.61277], [-5.76381, 1.50114, 3.27684], [-5.06160, 3.78806, 3.85593], [-5.35058, 5.63076, 2.22928], [-6.30930, 5.16865, -0.00223], [-7.01444, 2.87289, -0.59162], [-2.03055, 2.17570, 1.81777], [-2.23846, 3.31856, 3.98710], [-2.88277, 2.03338, 6.00563], [-3.39087, -0.37357, 5.82487], [-3.19717, -1.52602, 3.66564], [-3.73296, -2.65716, -0.59878], [-3.67841, -5.09206, -0.32329], [-2.32038, -6.11844, 1.47115], [-0.99038, -4.68440, 2.98273], [-1.06272, -2.23437, 2.73233], [1.85226, -2.71792, 0.54124], [0.76962, -2.67531, -0.46973], [-0.10483, -1.68618, -0.68055], [-0.93592, -2.05424, -1.72742], [-0.55210, -3.27126, -2.15206], [0.50560, -3.65463, -1.34942], [1.23849, -4.92366, -1.45927], [0.96775, -5.78210, -0.35498], [1.82126, -5.82952, 0.71101], [1.38303, -6.66589, 1.56067], [0.20471, -7.21673, 1.07797], [-0.64112, -8.18298, 1.63198], [-1.75325, -8.53213, 0.90167], [-2.02221, -7.95114, -0.35729], [-1.19505, -6.99984, -0.91173], [-0.07167, -6.64655, -0.15734], [2.01124, -1.72306, 0.94068], [2.78747, -3.05125, 0.09258], [1.60994, -3.41664, 1.34373], [-1.71685, -1.41311, -2.09857], [-0.92948, -3.89620, -2.94279], [2.30720, -4.72540, -1.48538], [0.93724, -5.40647, -2.38593], [-0.40892, -8.64117, 2.58364], [-2.43936, -9.27255, 1.28980], [-2.89868, -8.27293, -0.90427], [-1.40317, -6.56717, -1.88234]],
  "forces_ev_per_angstrom": [[0.28, 0.51, -1.36], [0.11, 0.07, -0.01], [0.01, -0.16, -0.10], [0.08, 0.08, -0.07], [-0.07, -0.03, -0.03], [-0.10, -0.02, -0.08], [0.13, 0.02, 0.02], [-0.02, 0.01, -0.06], [0.01, -0.10, -0.06], [0.26, -0.04, 0.13], [0.08, 0.03, 0.01], [0.25, -0.48, 0.07], [0.12, 0.30, 0.13], [-0.40, 0.25, -0.33], [-0.59, 0.49, 0.70], [-0.01, -0.03, 0.05], [0.02, 0.01, -0.07], [-0.01, 0.03, 0.00], [-0.01, -0.02, -0.01], [0.00, 0.00, -0.01], [0.00, -0.03, 0.04], [-0.06, -0.18, -0.05], [0.14, -0.59, 0.19], [-0.21, 0.34, -0.04], [0.04, 0.01, -0.01], [-0.01, 0.04, 0.00], [-0.01, 0.04, -0.02], [0.31, -0.17, -0.48], [-0.05, 0.06, 0.32], [-0.21, -0.19, -0.40], [0.02, 0.10, 0.08], [0.06, 0.01, 0.04], [-0.07, -0.04, -0.09], [-0.01, 0.00, 0.02], [-0.04, -0.05, -0.09], [0.06, 0.05, 0.08], [0.06, -0.04, 0.18], [0.04, 0.09, -0.07], [-0.01, -0.03, 0.00], [0.01, -0.01, 0.01], [0.02, -0.03, -0.04], [0.07, 0.00, 0.02], [-0.05, 0.03, 1.28], [0.06, 0.02, -0.01], [-0.10, -0.07, 0.00], [0.06, -0.02, -0.01], [0.02, -0.04, 0.03], [0.04, 0.02, -0.01], [-0.03, 0.03, 0.00], [0.11, -0.03, -0.08], [-0.07, -0.05, 0.05], [0.01, 0.06, 0.03], [-0.07, 0.06, 0.05], [0.01, 0.02, -0.03], [-0.05, -0.01, -0.07], [-0.03, -0.02, -0.01], [-0.06, 0.12, -0.04], [0.05, -0.03, 0.00], [0.02, -0.01, -0.09], [0.02, 0.04, 0.06], [-0.01, -0.01, -0.01], [0.05, 0.04, 0.03], [-0.03, -0.02, -0.03], [0.03, 0.02, 0.04], [-0.04, 0.01, 0.01], [-0.03, 0.02, 0.00], [0.01, -0.01, 0.00], [-0.03, 0.01, 0.02], [-0.03, 0.02, 0.00], [-0.06, 0.05, 0.02], [0.00, -0.01, 0.00], [-0.04, 0.02, -0.02], [0.00, -0.01, -0.01], [-0.07, 0.00, -0.02], [-0.12, 0.01, 0.10], [0.01, -0.01, 0.00], [-0.05, 0.12, 0.04], [0.02, 0.00, 0.00], [-0.09, -0.04, 0.08], [-0.10, 0.04, 0.11], [0.07, 0.03, -0.10], [0.04, -0.46, 0.41], [0.00, 0.17, 0.00], [0.09, -0.12, -0.01], [0.04, 0.06, -0.24], [-0.04, 0.00, 0.27], [0.02, -0.11, -0.05], [-0.09, -0.09, -0.01], [-0.10, 0.01, -0.05], [0.12, 0.00, 0.12], [0.07, -0.01, 0.02], [-0.04, -0.03, -0.02], [0.07, -0.02, -0.03], [0.11, -0.06, -0.04], [-0.07, -0.08, -0.17], [0.09, 0.01, -0.08], [-0.01, -0.02, 0.00], [-0.02, -0.05, -0.06], [0.01, 0.00, 0.01], [0.02, 0.01, -0.01], [0.01, 0.01, 0.00], [-0.02, 0.08, -0.05], [-0.03, 0.02, 0.01], [0.03, -0.02, -0.01], [-0.01, 0.00, 0.01], [-0.01, -0.02, 0.01]]
}



{
  "formula": "C20H29NO3",
  "method": "the ωB97M-V functional and the def2-TZVPD basis",
  "gap_ha": 0.334,
  "smiles": "OCCN(CC#CC[C@](O)(c1ccccc1)C1CCCC1)CCO",
  "e_homo_ev": -8.4,
  "elements": ["O", "C", "C", "N", "C", "C", "C", "C", "C", "O", "C", "C", "C", "C", "C", "C", "C", "C", "C", "C", "C", "C", "C", "O", "H", "H", "H", "H", "H", "H", "H", "H", "H", "H", "H", "H", "H", "H", "H", "H", "H", "H", "H", "H", "H", "H", "H", "H", "H", "H", "H", "H", "H"],
  "positions_angstrom": [[-3.38521, -2.80510, -0.69566], [-4.00701, -1.65400, -0.17969], [-2.98644, -0.58877, 0.24282], [-3.64176, 0.67125, 0.55597], [-3.04607, 1.37765, 1.68092], [-1.61089, 1.59862, 1.55053], [-0.42968, 1.69330, 1.36370], [0.99253, 1.79764, 1.11561], [1.42365, 0.87319, -0.05657], [1.02673, 1.46624, -1.27709], [0.83598, -0.51949, 0.09472], [0.47795, -1.23131, -1.04527], [-0.02692, -2.51562, -0.95445], [-0.18578, -3.11162, 0.28514], [0.15361, -2.40753, 1.42767], [0.65909, -1.12223, 1.33518], [2.96898, 0.82910, -0.12571], [3.51207, 0.01188, -1.29864], [5.00472, -0.07013, -0.99336], [5.08712, -0.17831, 0.53880], [3.69616, 0.21117, 1.07121], [-3.94543, 1.50408, -0.58842], [-2.77772, 2.26205, -1.24908], [-1.82607, 1.42518, -1.87065], [-2.69524, -3.08439, -0.08169], [-4.64746, -1.28406, -0.98324], [-4.64991, -1.90536, 0.67602], [-2.46778, -0.94081, 1.13898], [-2.22828, -0.48835, -0.54392], [-3.56436, 2.33500, 1.79572], [-3.23163, 0.78008, 2.58224], [1.54306, 1.54760, 2.02362], [1.24247, 2.82429, 0.83320], [0.05815, 1.47739, -1.33243], [0.60191, -0.76539, -2.01140], [-0.29882, -3.05245, -1.85111], [-0.56404, -4.12175, 0.36007], [0.02711, -2.86178, 2.40044], [0.90563, -0.59612, 2.24408], [3.29615, 1.86594, -0.25590], [3.29763, 0.47945, -2.25670], [3.07091, -0.98583, -1.28681], [5.47966, -0.91484, -1.49046], [5.49996, 0.84079, -1.33249], [5.34193, -1.19249, 0.84552], [5.85701, 0.48574, 0.93148], [3.77094, 0.89714, 1.91457], [3.16318, -0.68150, 1.40042], [-4.67893, 2.25123, -0.26701], [-4.42455, 0.86934, -1.33934], [-2.21897, 2.82551, -0.50022], [-3.19463, 2.96848, -1.98134], [-2.26070, 0.90991, -2.56002]],
  "forces_ev_per_angstrom": [[0.24, -0.39, -0.11], [-0.06, 0.36, 0.28], [-0.14, -0.36, -0.24], [-0.10, -0.06, 0.14], [-0.45, -0.17, 0.01], [0.47, 0.08, -0.01], [-0.44, 0.25, 0.23], [0.29, -0.17, -0.24], [0.44, 0.23, 0.28], [-0.05, 0.05, -0.02], [-0.03, -0.01, -0.15], [0.03, 0.04, -0.01], [-0.01, -0.09, -0.04], [-0.01, -0.08, -0.02], [0.00, -0.06, 0.15], [-0.01, -0.05, -0.05], [-0.32, -0.21, -0.11], [0.08, 0.25, -0.03], [-0.02, -0.09, -0.07], [0.13, -0.02, 0.07], [-0.03, 0.14, 0.04], [0.35, 0.21, -0.08], [-0.57, 0.24, 0.22], [0.26, -0.28, -0.25], [-0.02, 0.06, -0.07], [-0.02, 0.05, 0.09], [0.01, 0.12, -0.10], [0.03, 0.00, -0.03], [-0.04, -0.05, 0.19], [-0.01, -0.09, 0.09], [0.00, 0.19, -0.04], [0.04, 0.03, 0.01], [0.12, -0.11, 0.02], [-0.11, -0.04, -0.07], [0.01, 0.03, -0.06], [-0.04, -0.04, -0.08], [-0.03, -0.10, 0.01], [-0.01, -0.03, 0.07], [0.03, 0.09, 0.09], [-0.01, 0.06, 0.00], [-0.05, -0.06, -0.08], [-0.02, -0.05, -0.02], [0.08, 0.04, -0.06], [0.03, 0.00, -0.05], [0.06, 0.01, 0.05], [0.04, -0.06, 0.04], [-0.07, -0.03, 0.09], [0.00, 0.01, 0.05], [-0.04, 0.01, -0.13], [-0.08, 0.08, -0.04], [-0.12, 0.05, -0.10], [0.03, -0.01, 0.11], [0.11, 0.02, 0.04]]
}



{
  "formula": "C12H26O12Zn",
  "method": "the ωB97M-V functional and the def2-TZVPD basis",
  "gap_ha": 0.304,
  "e_homo_ev": -7.7,
  "elements": ["Zn", "O", "H", "O", "H", "C", "O", "C", "O", "O", "C", "H", "H", "H", "H", "H", "H", "C", "O", "C", "O", "O", "C", "H", "H", "H", "H", "H", "H", "C", "O", "C", "O", "O", "C", "H", "H", "H", "H", "H", "H", "C", "C", "O", "C", "H", "H", "H", "H", "H", "H"],
  "positions_angstrom": [[-0.40152, 0.66564, -0.48646], [-0.19669, 0.47849, -2.33893], [-0.37283, 0.38133, -3.29500], [-0.88454, 0.42262, 1.36385], [-0.72717, -0.24814, 2.05655], [2.02377, 0.46557, 2.70443], [3.09860, 0.76551, 1.73005], [2.80420, 0.69061, 0.43829], [1.65333, 0.59171, 0.00964], [3.93879, 0.74129, -0.23325], [3.97604, 0.08305, -1.43690], [2.47406, 0.21056, 3.66376], [1.37015, -0.36490, 2.43760], [1.40947, 1.29856, 3.04628], [3.81547, 0.74840, -2.28519], [3.36797, -0.81444, -1.55029], [5.00592, -0.26961, -1.49247], [-0.76413, -2.80825, 2.06965], [0.17444, -3.33606, 1.22930], [0.37873, -2.74004, 0.00670], [-0.06200, -1.64357, -0.36446], [1.08806, -3.55473, -0.75303], [1.48025, -3.20362, -2.11568], [-1.71915, -2.64926, 1.56890], [-0.47032, -1.85653, 2.51238], [-1.00369, -3.46926, 2.90259], [1.62845, -2.17660, -2.44937], [0.83908, -3.60533, -2.90029], [2.49093, -3.60910, -2.16282], [-2.29820, -2.04447, -2.75117], [-2.84287, -2.11946, -1.50148], [-3.00953, -1.08585, -0.72924], [-2.42077, -0.02147, -0.85208], [-3.93443, -1.44390, 0.25546], [-4.35599, -0.49001, 1.18001], [-2.25182, -1.03147, -3.15091], [-2.84397, -2.61759, -3.50069], [-1.25518, -2.35809, -2.79405], [-4.84096, 0.43606, 0.87133], [-3.60002, -0.19163, 1.90635], [-5.13419, -0.99499, 1.75227], [0.06637, 3.73034, 1.79029], [0.15410, 3.71139, 0.25265], [-0.02132, 2.70118, -0.45130], [0.44835, 5.04529, -0.47237], [0.38996, 2.80166, 2.26033], [-0.91784, 3.99004, 2.18013], [0.80040, 4.47675, 2.09390], [0.58563, 4.85657, -1.53709], [1.20575, 5.68153, -0.01451], [-0.33916, 5.77422, -0.66365]],
  "forces_ev_per_angstrom": [[-0.38, -0.81, 0.14], [0.62, -0.10, -1.60], [0.00, 0.30, 1.47], [-0.23, 0.17, 1.32], [-0.10, 0.86, -1.28], [0.31, 0.00, 0.70], [-0.97, -0.23, 1.45], [-2.68, -0.02, 0.52], [3.32, -0.11, 0.28], [-0.63, 0.48, 1.52], [1.30, -0.92, -2.41], [0.89, -0.31, -0.41], [0.29, 0.30, -0.65], [0.02, 0.35, -1.14], [-0.30, 0.03, 0.09], [-0.49, 0.33, 0.47], [0.09, 0.01, -0.27], [-2.10, 1.30, 1.22], [1.93, -0.60, -2.49], [-1.66, 2.27, -0.37], [1.04, -3.29, 1.23], [0.19, 0.05, -0.45], [1.00, 0.03, -0.11], [0.01, 0.20, -0.23], [0.21, -0.12, -0.10], [0.58, -0.43, -0.21], [-0.64, 0.61, 1.23], [-0.22, -0.59, 0.59], [-0.24, -0.46, -0.28], [1.58, 1.04, -2.63], [-1.44, -1.67, 1.30], [0.26, 1.90, 1.26], [-2.53, -1.49, 0.39], [1.60, 0.28, -2.45], [-0.65, 0.63, 2.07], [-0.17, 0.26, 0.42], [-0.39, -0.36, 0.54], [-0.01, -0.19, 0.46], [0.32, -0.10, -1.08], [0.48, -0.12, -0.34], [0.01, -0.20, 0.00], [1.10, -0.01, -0.68], [-1.15, -0.84, -0.95], [0.42, 2.82, 1.48], [-0.27, -0.09, -0.62], [-0.42, -0.20, -0.51], [-0.03, 0.07, -0.33], [-0.23, 0.31, 0.25], [1.03, -0.53, 0.13], [0.38, -0.50, -0.04], [-1.03, -0.32, 1.12]]
}



{
  "formula": "C4H7N6S",
  "method": "the ωB97M-V functional and the def2-TZVPD basis",
  "charge": 1,
  "gap_ha": [0.251, 0.251],
  "e_homo_ev": [-12.8, -12.8],
  "elements": ["C", "C", "C", "C", "N", "N", "N", "N", "N", "N", "S", "H", "H", "H", "H", "H", "H", "H"],
  "positions_angstrom": [[2.47959, 0.86433, 0.85470], [1.76946, -0.27973, 0.35307], [-1.57099, -0.40702, -0.58028], [-2.44585, -0.37750, 0.64935], [3.75298, 0.80748, 0.64322], [2.62339, -1.12444, -0.26970], [-0.16454, 1.63136, -0.83612], [-1.20781, 1.14109, -1.00683], [-0.27574, -1.03201, -0.33160], [0.49008, -0.21708, 0.32771], [4.02854, -0.49458, -0.29059], [2.17203, 1.59158, 1.57570], [-2.08761, -0.77773, -1.40846], [-2.83941, -1.32020, 0.81503], [-3.20984, 0.35467, 0.58276], [-1.78252, -0.14860, 1.38832], [-1.99059, 1.42871, -1.55226], [0.25883, -1.64032, -0.91402]],
  "forces_ev_per_angstrom": [[0.14, -0.94, 1.45], [4.79, 0.58, -0.06], [1.16, -0.19, 1.30], [0.64, 0.70, -2.07], [1.08, 0.41, -1.05], [-2.65, -0.55, -0.94], [0.67, 0.67, -0.04], [0.45, -2.57, 0.43], [0.14, 2.18, 0.51], [-5.11, -0.06, 0.62], [1.65, 0.16, 0.76], [-0.83, 0.49, -0.13], [-0.37, -1.02, -1.49], [-0.96, -1.84, 0.28], [-0.78, 0.66, -0.10], [1.37, 0.80, 2.58], [-1.10, 1.36, -0.70], [-0.28, -0.85, -1.35]]
}



Number 1: DFT total energy -277600.2638 eV. Number 2: DFT total energy -28841.3633 eV. Number 3: DFT total energy -85851.1385 eV. Number 4: DFT total energy -24025.4226 eV.